Formula: C2H4ClN2S2
Source: OMol25
Level of theory: ωB97M-V/def2-TZVPD

Each line ends with the Löwdin charge.
Cartesian coordinates (Å):
1 C -0.0577 0.1814 0.5416  -0.530
2 C 1.0918 1.0668 0.6548  0.031
3 N -0.9953 -0.0376 1.3791  -0.330
4 N -0.2536 -0.3383 -0.6801  -0.306
5 S -1.5699 -1.1687 -1.2812  0.652
6 S -2.4641 -0.6374 1.0760  0.880
7 Cl -0.4779 -2.7315 -2.3299  0.191
8 H 0.8496 1.9349 0.0815  0.105
9 H 1.9720 0.7658 0.0507  0.122
10 H 1.3133 1.3576 1.6614  0.106
11 H 0.5918 -0.3929 -1.1540  0.079

E in hartree: -1444.3358
Net charge: +1
HOMO (alpha / beta) in eV: -14.0 / -14.0
E_LUMO (alpha / beta) in eV: -7.3 / -7.3